{"formula": "C4H6O5", "method": "ωB97M-V with the def2-TZVPD basis set", "energy_ha": -532.2233, "lumo_energy_ev": 0.47, "de_lowest_kj_mol": 110.8, "e_homo_ev": -9.95, "total_charge": 0, "orbital_gap_ev": 10.43, "symbols": ["C", "C", "O", "C", "O", "O", "C", "O", "O", "H", "H", "H", "H", "H", "H"], "xyz": [[-0.48441, -1.31751, -0.57029], [-0.39432, 0.24217, -0.02074], [-1.58971, 0.85964, 0.17793], [0.17736, -0.07215, 1.33715], [-0.55947, 0.23795, 2.28546], [1.39413, -0.57360, 1.45010], [0.56162, 1.04868, -0.89893], [1.53260, 1.62265, -0.48661], [0.16075, 1.07429, -2.16780], [-1.14569, -1.90323, 0.06558], [0.50296, -1.75956, -0.66124], [-0.92771, -1.20382, -1.55577], [-1.61254, 0.82551, 1.34214], [1.60643, -0.69800, 2.39078], [0.77801, 1.61697, -2.68776]], "forces_ev_per_a": [[-0.5, 2.1, -0.5], [0.9, -3.1, -0.3], [-0.6, 0.1, 3.0], [-0.6, 2.1, 1.6], [1.3, -1.0, -0.4], [-0.5, -0.2, 0.1], [0.0, 0.2, 0.5], [0.1, 0.0, -0.1], [-0.1, -0.1, -0.5], [0.1, 0.1, 0.1], [0.1, 0.0, 0.1], [-0.1, -0.3, -0.1], [0.1, 0.1, -3.6], [-0.1, 0.1, -0.1], [-0.1, 0.0, 0.3]]}